No. 1
{"formula": "C30H28BCl60F4N2O5P", "method": "ωB97M-V/def2-TZVPD", "elements": ["N", "P", "O", "C", "C", "C", "C", "C", "F", "F", "C", "F", "F", "C", "C", "C", "O", "N", "B", "O", "O", "C", "O", "H", "H", "H", "H", "H", "H", "H", "H", "C", "Cl", "Cl", "Cl", "H", "C", "Cl", "Cl", "Cl", "H", "C", "Cl", "Cl", "Cl", "H", "C", "Cl", "Cl", "Cl", "H", "C", "Cl", "Cl", "Cl", "H", "C", "Cl", "Cl", "Cl", "H", "C", "Cl", "Cl", "Cl", "H", "C", "Cl", "Cl", "Cl", "H", "C", "Cl", "Cl", "Cl", "H", "C", "Cl", "Cl", "Cl", "H", "C", "Cl", "Cl", "Cl", "H", "C", "Cl", "Cl", "Cl", "H", "C", "Cl", "Cl", "Cl", "H", "C", "Cl", "Cl", "Cl", "H", "C", "Cl", "Cl", "Cl", "H", "C", "Cl", "Cl", "Cl", "H", "C", "Cl", "Cl", "Cl", "H", "C", "Cl", "Cl", "Cl", "H", "C", "Cl", "Cl", "Cl", "H", "C", "Cl", "Cl", "Cl", "H"], "coordinates": [[-1.64002, 2.29174, 3.85745], [-1.20794, 2.33717, 2.20665], [-2.48254, 3.00667, 1.44797], [-1.39906, 0.55834, 1.73315], [-0.31759, -0.12023, 1.23341], [-0.39312, -1.44046, 0.87578], [-1.57236, -2.12496, 1.00258], [-1.63219, -3.59036, 0.62827], [-0.56246, -3.89966, -0.11384], [-2.73977, -3.82045, -0.09246], [-1.66086, -4.46539, 1.87710], [-1.35306, -5.73099, 1.57754], [-0.75456, -4.00515, 2.76022], [-2.66711, -1.46300, 1.48437], [-2.57881, -0.13824, 1.83564], [-3.92573, 0.29844, 2.30053], [-4.25746, 1.31304, 2.83180], [-4.78926, -0.75450, 1.99062], [-6.14117, -0.78909, 2.60831], [-7.09564, 0.06462, 2.18635], [-6.43864, -1.62268, 3.64838], [-4.06185, -1.92059, 1.76470], [-4.51555, -3.02261, 1.85412], [-1.84960, 1.35370, 4.17297], [-0.81925, 2.56362, 4.38169], [-2.08238, 3.65075, 0.85457], [0.60281, 0.41418, 1.12213], [0.47435, -1.94547, 0.50266], [-2.63583, -4.38688, 2.33542], [-6.82244, 0.54489, 1.40106], [-6.82739, -2.44929, 3.35589], [-6.19263, 3.01187, 5.07909], [-5.58824, 4.15052, 6.28410], [-6.51037, 1.44027, 5.81315], [-7.64355, 3.63886, 4.29412], [-5.43046, 2.88152, 4.32172], [-1.30198, 4.40922, -2.46567], [-1.03415, 4.82720, -0.77020], [0.03968, 4.98404, -3.45079], [-1.52934, 2.67293, -2.65467], [-2.20188, 4.90868, -2.79475], [2.88697, 3.09637, -3.30224], [1.86072, 2.77386, -4.69632], [2.04427, 2.73656, -1.79733], [4.39656, 2.17818, -3.39977], [3.14163, 4.14660, -3.30316], [-4.13551, -6.67975, 4.91906], [-3.29230, -6.65100, 6.46453], [-5.06320, -5.20005, 4.68430], [-2.99146, -6.90155, 3.59090], [-4.81822, -7.51731, 4.92130], [0.61262, 8.09063, 1.18149], [-0.92160, 7.37246, 1.69358], [1.83279, 7.84918, 2.42285], [1.11036, 7.45007, -0.38645], [0.46330, 9.15636, 1.07965], [1.56896, 6.63803, 6.46414], [1.66279, 4.92371, 6.86603], [3.11430, 7.22022, 5.83788], [0.27538, 6.93620, 5.30978], [1.34846, 7.18040, 7.37328], [3.01099, 2.38430, 2.69799], [1.67100, 1.62093, 3.56790], [4.55174, 2.08009, 3.48851], [3.06153, 1.82464, 1.02445], [2.82530, 3.45052, 2.68906], [-1.73385, -8.87667, 0.79121], [-3.23051, -9.80062, 0.64448], [-0.56323, -9.75172, 1.78288], [-1.05965, -8.51032, -0.79335], [-1.96039, -7.94326, 1.28281], [5.56804, -0.30599, -5.95122], [5.96764, -2.01094, -5.70975], [6.79892, 0.45926, -6.94001], [3.93894, -0.14031, -6.63183], [5.56862, 0.17706, -4.98510], [0.23202, 12.06382, 3.12043], [-1.28694, 11.30176, 3.58077], [1.48945, 11.73279, 4.30619], [0.73409, 11.52265, 1.51279], [0.07811, 13.13235, 3.07608], [-10.11922, -0.23568, 4.52457], [-9.87018, -1.53620, 5.69111], [-11.56529, -0.53561, 3.55630], [-10.21108, 1.32522, 5.33230], [-9.26539, -0.21541, 3.85886], [-0.49565, -8.76186, -5.17124], [-0.12950, -7.88354, -3.68664], [-0.68757, -10.48511, -4.85117], [-1.93322, -8.10311, -5.95198], [0.33777, -8.64176, -5.84683], [7.48976, -0.85393, 3.79327], [7.90810, -2.13526, 4.92847], [6.02739, -1.26020, 2.90068], [7.32383, 0.69243, 4.63389], [8.29864, -0.75816, 3.08351], [4.99492, 4.05262, -9.21730], [4.42514, 2.71876, -8.21657], [3.99964, 5.48818, -8.97483], [6.69208, 4.39820, -8.88027], [4.91394, 3.75257, -10.25319], [5.01424, -3.69644, -2.27096], [3.81815, -4.98267, -2.16611], [4.37290, -2.17475, -1.64057], [6.49610, -4.14367, -1.42847], [5.25355, -3.54310, -3.31381], [2.13710, 6.94190, 10.44492], [2.48343, 7.39215, 12.11024], [1.38978, 8.29463, 9.58075], [3.59465, 6.40325, 9.61705], [1.43266, 6.12198, 10.45578], [5.83931, -0.72608, -11.36184], [5.17451, 0.53228, -10.32108], [6.77984, -0.02371, -12.67932], [6.81638, -1.85338, -10.42260], [5.01665, -1.27653, -11.79523], [2.22101, -8.44260, -8.49278], [2.10376, -9.68933, -7.24793], [1.69788, -6.88458, -7.85078], [3.85720, -8.34484, -9.13313], [1.55694, -8.71396, -9.30085], [0.96928, 8.28928, -8.98306], [-0.23522, 7.35274, -8.09978], [2.53118, 8.22961, -8.16569], [1.11103, 7.72131, -10.64512], [0.64290, 9.31892, -9.00656], [-1.48114, -13.68946, 1.89648], [-3.06135, -14.31788, 1.42758], [-1.10510, -14.13537, 3.56169], [-0.22813, -14.26767, 0.79893], [-1.51388, -12.61056, 1.83452]], "total_charge": 0, "lumo_energy_ev": -0.71}

---

No. 2
{"formula": "C30H28Cl2GeIN6OSeSn", "method": "ωB97M-V/def2-TZVPD", "elements": ["Sn", "N", "C", "O", "C", "I", "H", "H", "H", "H", "Cl", "C", "Cl", "H", "H", "Se", "N", "C", "C", "C", "C", "N", "C", "N", "H", "H", "H", "N", "C", "C", "C", "N", "H", "H", "H", "H", "C", "Ge", "C", "C", "C", "C", "C", "C", "C", "C", "C", "C", "C", "C", "C", "C", "C", "C", "C", "C", "H", "H", "H", "H", "H", "H", "H", "H", "H", "H", "H", "H", "H", "H", "H"], "coordinates": [[0.60840, 0.06425, 0.27424], [-1.29368, 0.26664, 4.26859], [-1.30575, 0.75344, 3.03436], [-0.31567, 0.67225, 2.29408], [-2.56065, 1.44782, 2.57828], [-2.36691, 3.52004, 3.06035], [-0.47810, -0.24489, 4.58764], [-2.09185, 0.34090, 4.87415], [-3.45559, 1.09409, 3.07903], [-2.65479, 1.37741, 1.50114], [5.21955, 2.38713, -1.03177], [4.58519, 0.79999, -0.58675], [3.16159, 0.35368, -1.55887], [4.29152, 0.80164, 0.45542], [5.35287, 0.06406, -0.77618], [2.66675, 3.60202, 1.70231], [1.83143, 5.12180, 1.49682], [0.75314, 4.85975, 0.78201], [-0.21251, 5.83359, 0.38312], [-1.27749, 5.39486, -0.31671], [-1.39802, 4.00153, -0.63459], [-0.54901, 3.07356, -0.31433], [0.54993, 3.47770, 0.39850], [1.50617, 2.63025, 0.78422], [-0.07199, 6.87363, 0.65035], [-2.05668, 6.07658, -0.63131], [-2.26987, 3.67185, -1.19418], [-2.64683, -0.07302, -1.02643], [-3.98337, -0.25168, -0.97950], [-4.23680, -1.04698, 0.11251], [-2.96779, -1.30275, 0.66584], [-2.00973, -0.70869, -0.03479], [-2.10753, 0.45050, -1.69678], [-4.64237, 0.18925, -1.71037], [-5.19471, -1.39993, 0.45692], [-2.70726, -1.90018, 1.52865], [1.65957, -1.52887, 1.47601], [1.76197, -3.02720, 0.41857], [3.29866, -3.05013, -0.78357], [3.26343, -3.37439, -2.14054], [4.42730, -3.39357, -2.89440], [5.64859, -3.10573, -2.29792], [5.70040, -2.79148, -0.94618], [4.53125, -2.75520, -0.19253], [1.22874, -1.74607, 2.87994], [0.31246, -2.71030, 3.33031], [0.04592, -2.88009, 4.68305], [0.70263, -2.11264, 5.63780], [1.62398, -1.15975, 5.21460], [1.86313, -0.96502, 3.86035], [1.54806, -4.82019, 1.10964], [0.37100, -5.54684, 0.95027], [0.29199, -6.85835, 1.40198], [1.38289, -7.44378, 2.02891], [2.54940, -6.71394, 2.22368], [2.63758, -5.40911, 1.75793], [2.32050, -3.61418, -2.61902], [4.38330, -3.64355, -3.94719], [6.55907, -3.13498, -2.88296], [6.65040, -2.56813, -0.47523], [4.58171, -2.50074, 0.86040], [-0.19528, -3.33533, 2.60467], [-0.67087, -3.63151, 4.99350], [0.50444, -2.25490, 6.69239], [2.16194, -0.56582, 5.94378], [2.58519, -0.22152, 3.54185], [-0.49027, -5.09861, 0.46564], [-0.62107, -7.42468, 1.26233], [1.32872, -8.47338, 2.35938], [3.39335, -7.16260, 2.73278], [3.55844, -4.85300, 1.89556]], "total_charge": 1, "de_lowest_kj_mol": 387.2, "lumo_energy_ev": -3.59}